No. 1
Computed, not measured: a molecular structure, C13H24Cl2FNbO4PS, with ωB97M-V/def2-TZVPD.

## Properties
HOMO-LUMO gap ... 0.2269 hartree
Highest occupied orbital energy ... -4.136 eV
Energy ... -71493.2640 eV
Net charge ... -1

Each line ends with the natural charge from an NBO analysis.
Positions of all 47 atoms, in Å:
H  -3.384  -0.394  5.195  0.202
H  -2.362  -2.751  -3.661  -0.034
H  -4.791  -1.900  2.943  0.239
H  2.207  0.323  -1.188  0.258
C  -2.665  0.160  -1.767  -1.000
H  -5.073  -0.233  3.473  0.234
Cl  2.423  0.810  -4.775  -0.081
C  -2.143  -1.681  3.986  -0.069
H  -2.731  0.948  -0.997  0.255
C  0.495  -0.345  -3.209  -0.462
H  -1.297  -1.568  0.234  -0.259
Nb  -0.717  -0.855  -1.299  1.523
H  -2.031  1.432  -3.423  0.158
H  -2.093  -2.739  3.718  0.185
H  -2.927  -0.032  -3.910  0.168
C  4.603  2.896  0.619  -0.431
H  3.864  3.252  -0.100  0.218
H  -3.903  -2.081  5.237  0.214
C  -4.318  -1.004  3.349  -0.529
O  4.471  0.558  0.380  -0.492
C  -3.268  -0.546  2.344  0.798
H  -0.456  -3.688  -3.295  -0.024
H  6.290  1.508  0.524  0.169
C  5.314  1.667  0.056  -0.069
C  -3.493  -1.301  4.598  -0.428
F  -4.034  1.521  -3.246  -0.419
O  2.917  0.060  1.905  -0.536
C  2.400  0.920  -2.082  -0.655
P  -1.487  -3.041  -2.599  0.266
H  3.471  0.891  -2.299  0.209
H  4.518  2.311  2.730  0.227
H  0.711  -1.931  -0.872  -0.289
C  1.629  0.371  -3.261  -0.058
O  -2.044  -0.910  2.787  -0.475
H  0.107  0.546  -0.482  -0.332
H  2.123  1.968  -1.895  0.211
S  -2.370  -4.331  -1.342  -0.697
H  5.441  1.686  -1.024  0.199
H  -1.288  -1.436  4.611  0.193
C  3.660  0.859  1.432  0.789
C  -2.834  0.742  -3.139  0.039
C  3.892  2.308  1.835  -0.530
H  -3.493  -0.542  -1.583  0.252
Cl  -0.131  -0.939  -4.726  -0.041
H  5.284  3.714  0.842  0.213
O  -3.430  0.020  1.308  -0.555
H  2.941  2.777  2.070  0.245

No. 2
Computed, not measured: a single C14H29ClNO2P molecule, with ωB97M-V/def2-TZVPD.

## Properties
HOMO-LUMO gap ... 0.3879 hartree
Highest occupied orbital energy ... -9.766 eV
Energy ... -42380.3405 eV
SMILES ... COCCCCCCC[PH](Cl)(CCC(C)C)OC#N

Each line ends with the natural charge from an NBO analysis.
Positions of all 48 atoms, in Å:
C  1.250  -2.374  -1.205  -0.411
H  -0.935  -3.479  3.043  0.169
H  0.016  0.593  -1.759  0.037
H  -2.092  -0.691  4.126  0.176
C  2.190  2.228  -0.923  -0.738
H  -0.414  -3.302  -2.375  0.220
H  -0.283  4.777  -0.515  0.210
H  -2.285  2.823  -0.781  0.211
C  -1.826  -2.000  1.552  -0.441
H  -0.038  -1.548  -2.911  0.223
C  -1.799  -2.744  0.095  -0.420
Cl  1.931  0.887  -3.384  -0.470
H  0.282  -2.759  1.851  0.184
H  0.726  3.531  -2.889  0.227
H  -0.814  2.439  -2.539  0.205
H  -2.902  -3.049  -0.092  0.216
H  -1.139  -3.677  0.145  0.208
H  -1.887  -0.855  1.459  0.217
H  2.489  2.744  -1.914  0.270
H  -0.949  4.264  -2.701  0.221
H  -1.166  1.847  0.320  0.215
H  -2.801  -2.317  2.099  0.202
C  -1.239  -1.378  4.510  -0.269
H  -1.804  3.568  0.826  0.220
H  3.193  2.102  -0.351  0.280
H  1.793  -3.293  -1.659  0.224
H  1.056  2.793  0.978  0.222
H  -1.275  -0.702  -0.652  0.205
H  3.200  -1.231  -0.775  0.271
C  -0.130  3.644  -0.715  -0.228
C  -0.144  -2.239  -1.996  -0.430
P  1.389  0.554  -1.299  1.376
C  2.266  -1.119  -1.437  -0.727
C  -0.249  3.426  -2.306  -0.642
C  -1.388  -1.747  -1.104  -0.414
H  1.154  -2.570  -0.083  0.213
C  -0.612  -2.495  2.515  -0.064
C  1.943  0.196  1.245  0.538
C  1.288  3.245  -0.064  -0.415
C  -1.402  2.910  -0.032  -0.636
H  2.646  -1.244  -2.523  0.268
O  -0.212  -1.513  3.499  -0.546
N  3.030  0.319  1.780  -0.402
H  -1.713  -2.409  4.766  0.169
H  1.878  4.217  0.164  0.231
H  -2.295  -1.681  -1.825  0.212
H  -0.791  -0.980  5.491  0.204
O  0.864  0.286  0.346  -0.794

No. 3
Computed, not measured: 8 unconnected molecules or ions with the total composition C45H71F8NO25, with ωB97M-V/def2-TZVPD.

## Properties
HOMO-LUMO gap ... 0.3237 hartree
Highest occupied orbital energy ... -9.038 eV
Energy ... -122233.5855 eV
SMILES ... CCCCO[C@@H](O[C@@](CN)(CCO)CCCCCCCCCCCCOC)[C@H](C)F.O=C1OC[C@@H](F)O1.O=C1OC[C@@H](F)O1.O=C1OC[C@@H](F)O1.O=C1OC[C@@H](F)O1.O=C1OC[C@@H](F)O1.O=C1OC[C@@H](F)O1.O=C1OC[C@@H](F)O1

Each line ends with the Löwdin charge.
Positions of all 150 atoms, in Å:
C  0.682  -1.389  6.872  -0.106
C  -9.006  -7.506  -3.500  -0.297
H  7.835  -4.130  2.953  0.088
O  1.695  3.962  3.657  -0.072
C  -8.216  -6.704  -4.515  -0.029
C  2.779  3.263  -5.189  -0.034
C  -0.878  1.544  1.724  -0.118
O  1.944  7.626  -6.494  0.171
O  -7.307  -5.982  -3.669  0.069
H  2.990  4.381  0.428  0.112
C  4.577  -2.326  3.156  -0.159
C  -4.123  2.989  -2.179  -0.310
O  -0.229  7.836  -5.931  0.134
O  7.665  1.892  -0.128  0.190
C  -0.753  -3.125  1.396  -0.016
H  -3.000  2.058  5.705  0.071
F  0.588  -1.182  1.501  -0.023
H  -8.815  -6.023  -5.107  0.103
H  -4.175  -3.874  -0.880  0.176
H  10.349  -0.572  2.004  0.140
H  -1.226  -1.178  0.628  0.141
C  6.973  -4.214  2.273  -0.123
H  -8.265  -2.312  -8.105  0.146
H  -2.045  -1.030  5.869  0.099
C  0.453  1.431  0.963  -0.186
H  1.231  0.977  1.582  0.085
O  1.342  8.532  -4.528  0.077
H  -1.773  -3.523  1.428  0.085
C  -3.420  -4.613  -1.155  -0.309
C  0.096  8.921  -3.947  -0.040
O  -2.189  -3.950  -1.395  0.110
O  1.488  5.115  -2.642  0.179
O  -10.229  -2.634  -6.180  0.143
H  -8.789  -1.580  -5.176  0.174
H  -0.314  -3.402  0.430  0.082
C  -9.795  -3.900  -6.378  -0.559
C  9.714  -0.803  -0.089  -0.314
O  -6.402  -6.371  -1.653  0.167
C  -0.743  -1.613  1.514  -0.268
C  -2.180  1.735  3.857  -0.183
C  1.888  4.269  -5.896  -0.306
F  -3.264  -5.470  -0.121  0.081
N  -2.081  2.050  5.286  0.030
C  -0.858  1.251  3.237  -0.412
O  5.788  -4.469  2.977  -0.195
H  1.118  -1.584  5.889  0.059
H  2.295  2.285  -5.155  0.146
C  0.960  2.749  0.366  -0.183
H  4.599  -2.557  2.081  0.116
H  -1.539  1.350  5.771  0.050
H  0.120  8.762  -2.874  0.142
O  -10.437  -4.880  -6.196  0.171
O  -3.134  1.325  -0.960  0.061
H  1.422  -1.655  7.637  0.070
C  9.455  -0.566  1.387  -0.048
O  -3.004  -4.438  -3.399  0.073
H  -0.217  3.832  3.029  0.112
C  4.336  2.036  1.598  -0.184
C  -8.117  -2.541  -7.049  -0.037
C  1.787  4.607  -3.667  -0.559
C  4.449  0.520  1.302  -0.193
O  -1.967  -2.120  3.534  -0.088
H  2.411  5.113  -6.348  0.160
C  -3.449  1.636  -2.317  -0.043
H  3.604  4.051  -1.185  0.090
H  0.380  1.594  4.958  0.111
C  -1.231  -2.612  4.646  -0.201
C  -2.077  -3.723  -2.731  -0.562
O  -8.511  -3.893  -6.795  0.067
C  5.417  -3.416  3.845  -0.227
H  5.260  3.789  0.732  0.106
C  0.378  3.446  3.863  -0.226
H  10.687  -0.456  -0.443  0.172
F  -9.466  -0.587  -6.761  0.085
C  2.244  2.534  -0.468  -0.185
H  6.329  -2.969  4.278  0.111
O  8.869  0.734  1.379  0.060
H  4.249  -0.274  3.793  0.108
H  7.134  -5.056  1.593  0.092
H  4.611  0.373  0.227  0.107
H  -1.058  7.060  -4.229  0.170
H  2.319  3.366  4.062  0.067
H  -7.078  -2.395  -6.771  0.141
C  -3.947  2.037  -0.147  -0.546
H  -0.157  -3.586  2.190  0.087
H  0.167  3.191  -0.258  0.109
H  -3.444  3.843  -2.227  0.173
H  -2.372  -0.510  2.416  0.147
O  -8.066  -7.667  -2.445  0.145
H  -4.159  0.904  -2.705  0.143
H  -2.953  0.983  3.648  0.117
H  -1.628  0.908  1.239  0.086
O  -1.291  -2.989  -3.225  0.177
H  -0.154  -2.517  4.474  0.114
H  6.361  0.527  2.338  0.099
H  6.019  -0.955  1.442  0.096
H  2.606  1.525  -0.226  0.093
O  2.852  3.809  -3.868  0.069
H  5.066  2.272  2.384  0.107
H  6.902  -3.291  1.673  0.073
H  -7.651  -7.373  -5.167  0.151
C  -3.674  -5.311  -2.475  -0.042
H  -1.258  2.571  1.599  0.114
H  3.775  3.176  -5.611  0.141
C  8.342  0.969  0.155  -0.552
C  5.070  -0.879  3.378  -0.193
F  -5.114  3.174  -3.083  0.076
H  -2.548  -2.641  6.314  0.113
H  0.522  -0.309  6.966  0.065
H  1.258  1.524  3.443  0.112
H  -1.453  -3.689  4.642  0.131
H  5.199  2.412  -0.358  0.092
H  4.866  -3.891  4.663  0.121
H  -0.103  9.970  -4.175  0.144
H  -0.031  3.851  4.795  0.112
H  3.495  0.022  1.540  0.102
C  5.563  -0.189  2.093  -0.214
O  -3.987  1.921  1.028  0.185
F  -2.079  8.634  -4.904  0.076
C  3.353  3.577  -0.227  -0.189
H  5.871  -0.866  4.129  0.101
C  -1.477  -1.046  2.766  -0.315
F  -9.373  -8.722  -3.958  0.087
H  1.974  2.498  -1.533  0.095
H  -0.402  -3.222  7.268  0.107
C  -0.884  8.033  -4.691  -0.309
F  1.087  3.700  -6.827  0.080
O  1.087  4.747  -4.826  0.116
H  -2.546  1.643  -2.919  0.142
H  0.312  0.732  0.125  0.115
H  -2.495  2.646  3.331  0.118
C  -9.110  -1.764  -6.203  -0.309
C  -7.182  -6.649  -2.503  -0.556
O  -4.678  2.919  -0.879  0.138
C  1.107  7.974  -5.732  -0.560
H  1.172  3.477  1.160  0.092
H  -3.186  -6.287  -2.482  0.151
C  -0.623  -2.156  7.108  -0.254
C  4.624  2.962  0.394  -0.198
O  -0.658  -0.170  3.483  -0.022
F  9.568  -2.102  -0.445  0.075
H  3.531  -2.420  3.464  0.104
H  3.345  2.272  2.006  0.087
H  -1.066  -1.796  8.047  0.105
O  8.702  -0.031  -0.699  0.133
H  -9.889  -7.000  -3.105  0.176
H  8.730  -1.293  1.761  0.129
C  -1.677  -2.048  5.997  -0.177
C  0.347  1.915  3.911  -0.094
H  -4.721  -5.412  -2.721  0.102

No. 4
Computed, not measured: 2 unconnected molecules or ions with the total composition C4H5N3O, with ωB97M-V/def2-TZVPD.

## Properties
HOMO-LUMO gap ... 0.3768 hartree
Highest occupied orbital energy ... -10.181 eV
Energy ... -10745.0900 eV
SMILES ... C/C=N\C#N.N=C=O

Each line ends with the natural charge from an NBO analysis.
Positions of all 13 atoms, in Å:
N  2.441  -0.326  0.122  -0.765
H  -1.662  -1.508  -0.721  0.187
C  -0.622  -0.120  2.141  0.381
N  -1.032  -0.945  1.246  -0.486
N  -0.198  0.386  3.081  -0.357
C  2.051  -0.165  -0.999  0.857
C  -1.254  -0.663  0.003  0.249
H  -0.831  0.442  -1.743  0.258
O  1.554  -0.110  -2.079  -0.543
H  -0.603  1.454  -0.101  0.242
H  3.321  -0.176  0.659  0.453
H  -2.051  1.086  -0.874  0.249
C  -1.115  0.645  -0.735  -0.725

No. 5
Computed, not measured: 9 unconnected molecules or ions with the total composition C53H42O21S, with ωB97M-V/def2-TZVPD.

## Properties
HOMO-LUMO gap ... 0.2946 hartree
Highest occupied orbital energy ... -10.085 eV
Energy ... -109464.6504 eV
SMILES ... CCC[C@H]1OS(=O)(=O)O[C@H]1O.O=C1C=CC(=O)C=C1.O=C1C=CC(=O)C=C1.O=C1C=CC(=O)C=C1.O=C1C=CC(=O)C=C1.O=C1C=CC(=O)C=C1.O=C1C=CC(=O)C=C1.O=C1C=CC(=O)C=C1.O=C1C=CC(=O)C=C1

Each line ends with the Löwdin charge.
Positions of all 117 atoms, in Å:
C  -5.902  6.589  -10.079  -0.388
O  -1.184  -1.110  2.756  0.057
C  -6.021  -0.575  5.045  -0.354
H  5.715  -2.197  0.738  0.105
O  -6.079  7.787  -10.121  0.103
H  -6.512  0.633  3.287  0.131
O  -3.810  -2.992  6.935  0.093
C  0.287  0.841  -0.033  0.031
C  0.871  -4.918  1.592  -0.379
O  -5.680  -3.425  3.063  0.109
C  6.355  -1.384  0.378  -0.118
C  -1.764  -1.553  3.734  -0.366
H  -2.113  -0.874  -7.737  0.122
C  0.948  0.506  1.072  0.027
C  6.436  -0.249  1.407  -0.223
O  0.393  1.619  -2.252  0.090
C  -1.797  -0.800  5.008  0.020
H  -5.843  -1.922  6.751  0.107
C  8.569  5.378  0.738  0.024
C  -2.096  0.008  -7.110  0.023
H  -4.961  -1.556  1.420  0.126
C  -8.078  -0.732  3.728  0.000
C  -3.001  0.978  -7.204  0.027
H  -8.740  -0.455  2.917  0.125
H  -6.604  -0.298  0.010  0.127
H  6.671  -1.726  3.008  0.042
H  0.173  -2.900  2.060  0.091
H  1.908  -6.808  1.206  0.123
C  -3.149  -2.585  6.003  -0.383
H  -2.531  -0.738  6.998  0.128
C  6.724  3.919  1.435  -0.372
C  8.521  -2.921  0.689  -0.342
O  -4.928  -0.071  5.209  0.108
H  -0.113  1.317  -4.531  0.095
H  7.260  0.409  1.124  0.102
C  -5.483  3.753  -9.993  -0.378
H  -5.079  4.046  -7.872  0.090
O  -0.166  -0.803  -6.033  0.107
H  -2.421  -3.382  2.724  0.124
O  8.777  7.415  1.902  0.110
C  -5.848  4.437  -11.260  0.018
C  2.431  0.591  1.124  -0.362
C  2.269  -3.029  2.308  0.040
C  -8.563  -1.822  4.617  -0.397
H  9.431  5.637  0.135  0.124
H  -3.625  -4.289  4.714  0.124
C  -6.513  -1.643  5.949  0.037
C  -0.923  1.284  -5.247  0.026
C  6.535  -0.653  2.886  -0.082
H  -9.861  -2.661  1.693  0.137
C  -6.898  -1.086  0.692  0.022
H  -1.288  0.155  5.013  0.126
H  7.392  -2.572  -1.056  0.160
C  -8.797  -2.463  1.672  0.004
O  -9.147  -0.771  0.072  0.118
C  -6.025  -1.755  1.440  0.017
H  8.382  -2.936  2.626  0.111
C  0.998  1.320  -1.243  -0.372
C  -3.096  -3.346  4.732  0.024
H  4.182  -5.906  1.737  0.120
H  -8.063  -3.030  6.373  0.129
C  -6.896  -0.155  3.923  0.026
O  10.439  -1.662  -2.003  -0.220
H  -6.306  6.280  -12.207  0.121
H  6.731  6.795  3.356  0.122
H  4.224  1.155  0.000  0.101
O  -9.627  -2.365  4.408  0.096
O  9.721  -2.956  -0.102  -0.130
O  3.045  0.258  2.117  0.096
C  7.899  4.239  0.586  0.027
C  -5.540  5.901  -8.815  0.025
C  -8.353  -1.386  0.749  -0.397
H  5.528  0.340  1.294  0.050
H  0.442  0.154  1.963  0.091
H  8.124  -3.937  0.709  0.172
C  3.475  -3.887  2.200  -0.368
O  4.582  -3.438  2.419  0.089
H  -0.791  0.781  -0.106  0.124
C  -7.690  -2.229  5.747  0.044
O  -0.233  -5.353  1.337  0.106
O  8.843  -2.439  1.943  0.056
H  2.427  -2.004  2.623  0.104
O  -3.769  3.050  -6.418  0.084
C  6.996  6.051  2.616  0.022
C  8.170  6.376  1.763  -0.385
H  -8.219  -3.914  3.108  0.136
H  8.171  3.491  -0.149  0.124
O  6.113  2.881  1.294  0.097
C  -6.041  5.752  -11.300  0.019
C  -5.349  4.585  -8.770  0.026
H  5.860  -0.979  -0.514  0.118
C  3.146  1.086  -0.080  0.032
C  -0.989  0.084  -6.122  -0.380
C  -1.830  2.253  -5.342  0.026
O  8.554  -0.950  -0.588  -0.157
C  2.077  -5.783  1.510  0.024
C  2.479  1.422  -1.180  0.032
C  -2.936  2.172  -6.323  -0.371
H  5.621  -0.393  3.423  0.068
C  -7.924  -3.128  2.424  -0.011
C  -6.472  -2.826  2.366  -0.377
H  7.365  -0.159  3.393  0.075
H  -3.818  0.964  -7.916  0.117
O  -5.296  2.554  -9.962  0.097
H  -1.809  3.135  -4.714  0.123
S  10.051  -1.497  -0.647  0.602
C  -2.458  -2.859  3.672  0.020
C  -2.452  -1.275  6.063  0.013
H  -5.940  3.802  -12.133  0.120
C  6.328  4.912  2.465  0.022
H  5.471  4.647  3.072  0.122
H  2.967  1.781  -2.077  0.124
H  -5.446  6.535  -7.942  0.122
O  10.822  -0.748  0.274  -0.206
C  7.638  -1.986  -0.161  -0.253
C  1.064  -3.509  2.009  0.032
C  3.285  -5.303  1.795  0.023

No. 6
Computed, not measured: a single C3H5NO2S molecule, with ωB97M-V/def2-TZVPD.

## Properties
HOMO-LUMO gap ... 0.3203 hartree
Highest occupied orbital energy ... -9.022 eV
Energy ... -19608.5035 eV
SMILES ... O=C[C@H](O)/C=N\S

Each line ends with the natural charge from an NBO analysis.
Positions of all 12 atoms, in Å:
C  -1.119  0.692  0.996  0.391
O  -0.002  1.585  -1.054  -0.673
O  -2.049  0.644  0.165  -0.544
S  0.372  -1.623  -1.759  0.202
H  0.850  1.448  0.980  0.198
H  1.014  -2.813  -2.447  0.140
H  1.159  -0.659  1.551  0.187
C  0.214  0.898  0.232  -0.072
N  0.800  -1.616  -0.165  -0.563
H  -1.313  0.626  2.222  0.178
C  0.993  -0.482  0.445  0.066
H  -0.919  1.299  -1.166  0.490